(1)
{"formula": "C53H51BrClO4P2Pr", "method": "ωB97M-V/def2-TZVPD", "elements": ["Pr", "C", "C", "C", "C", "C", "C", "C", "C", "C", "H", "H", "H", "H", "H", "H", "H", "H", "H", "H", "H", "H", "C", "C", "P", "C", "C", "C", "C", "C", "C", "C", "C", "C", "C", "C", "C", "C", "P", "C", "C", "C", "C", "C", "C", "C", "C", "C", "C", "C", "C", "H", "H", "H", "H", "H", "H", "H", "H", "H", "H", "H", "H", "H", "H", "H", "H", "H", "H", "H", "H", "H", "H", "H", "H", "H", "H", "Br", "C", "C", "C", "C", "C", "C", "C", "C", "C", "C", "H", "H", "H", "H", "H", "H", "O", "Cl", "O", "O", "O", "C", "C", "C", "C", "C", "C", "C", "H", "H", "H", "H", "H", "H", "H"], "positions_angstrom": [[0.743, 1.099, 2.028], [0.774, -3.781, -1.470], [1.411, -3.090, -0.302], [2.679, -2.480, -0.421], [3.272, -1.841, 0.656], [4.630, -1.247, 0.532], [2.622, -1.800, 1.890], [1.441, -2.552, 2.061], [0.918, -2.853, 3.428], [0.830, -3.153, 0.953], [0.476, -4.806, -1.160], [1.475, -3.844, -2.339], [-0.154, -3.257, -1.770], [3.181, -2.498, -1.389], [5.414, -2.011, 0.513], [4.801, -0.610, 1.428], [4.704, -0.628, -0.384], [3.032, -1.257, 2.732], [1.522, -3.697, 3.869], [-0.120, -3.154, 3.382], [1.017, -1.939, 4.069], [-0.126, -3.621, 1.128], [-2.838, 1.237, -1.012], [-2.821, -0.038, -0.162], [-2.760, -1.530, -1.228], [-2.877, -2.891, -0.007], [-2.985, -4.154, -0.622], [-3.015, -5.291, 0.187], [-3.119, -5.180, 1.589], [-2.989, -3.934, 2.169], [-2.877, -2.770, 1.402], [-4.428, -1.743, -1.967], [-4.529, -1.849, -3.354], [-5.792, -1.889, -3.926], [-6.940, -1.866, -3.124], [-6.820, -1.878, -1.740], [-5.565, -1.836, -1.143], [-1.584, 1.721, -1.767], [-0.513, 0.435, -2.526], [0.929, 1.361, -3.101], [2.041, 0.542, -3.474], [3.153, 1.150, -4.025], [3.206, 2.547, -4.236], [2.130, 3.326, -3.839], [0.957, 2.753, -3.301], [-1.298, -0.025, -4.101], [-2.226, 0.763, -4.787], [-2.649, 0.344, -6.055], [-2.159, -0.802, -6.659], [-1.245, -1.596, -5.938], [-0.817, -1.228, -4.669], [-3.215, 2.052, -0.378], [-3.600, 1.063, -1.768], [-3.700, -0.056, 0.492], [-1.943, -0.098, 0.500], [-3.047, -4.223, -1.711], [-3.040, -6.261, -0.342], [-3.280, -6.062, 2.185], [-2.945, -3.813, 3.247], [-2.771, -1.780, 1.858], [-3.632, -1.778, -3.957], [-5.882, -1.956, -5.018], [-7.916, -1.884, -3.607], [-7.681, -1.931, -1.071], [-5.452, -1.871, -0.081], [-0.950, 2.314, -1.077], [-1.898, 2.416, -2.560], [1.988, -0.527, -3.393], [4.015, 0.521, -4.324], [4.051, 3.028, -4.713], [2.101, 4.398, -3.967], [0.059, 3.352, -3.124], [-2.547, 1.739, -4.439], [-3.353, 0.992, -6.568], [-2.455, -1.051, -7.668], [-0.846, -2.510, -6.410], [-0.148, -1.848, -4.075], [-1.476, -0.235, 3.853], [-0.605, 0.747, 5.254], [-1.442, 1.209, 6.236], [-0.894, 2.034, 7.285], [0.454, 2.315, 7.290], [1.351, 1.797, 6.281], [2.752, 2.023, 6.352], [3.561, 1.581, 5.314], [2.988, 0.899, 4.232], [1.661, 0.644, 4.127], [0.834, 1.018, 5.207], [-2.508, 1.000, 6.124], [-1.579, 2.485, 8.017], [0.875, 2.938, 8.079], [3.168, 2.577, 7.192], [4.620, 1.825, 5.317], [3.731, 0.576, 3.478], [-0.236, 3.682, 0.705], [-0.356, 3.828, 2.144], [0.990, 3.560, 2.644], [-0.883, 5.040, 2.608], [-1.214, 2.758, 2.611], [2.554, 1.773, 0.201], [3.555, 2.780, 0.179], [4.920, 2.538, 0.532], [5.822, 3.581, 0.736], [5.389, 4.923, 0.547], [4.102, 5.173, 0.040], [3.184, 4.135, -0.072], [2.868, 0.708, 0.161], [1.621, 2.083, -0.306], [5.218, 1.511, 0.651], [6.874, 3.344, 0.878], [6.063, 5.749, 0.786], [3.840, 6.180, -0.309], [2.173, 4.334, -0.419]], "s_squared": 2.021, "e_tot_ha": -6584.79160, "multiplicity": 3, "gap_ev": [5.84, 5.92], "fmax_ev_per_a": 2.552, "e_above_lowest_ev": 0.000, "homo_ev": [-6.1, -6.1]}

(2)
{"formula": "C53H51BrCsGeN4O7P", "method": "ωB97M-V/def2-TZVPD", "elements": ["Cs", "O", "C", "C", "C", "C", "C", "C", "C", "O", "N", "N", "C", "C", "Br", "C", "C", "C", "C", "C", "C", "C", "H", "H", "H", "H", "H", "H", "H", "H", "H", "H", "H", "H", "H", "H", "O", "C", "O", "C", "P", "C", "C", "C", "C", "C", "C", "C", "C", "C", "C", "C", "C", "H", "H", "H", "H", "H", "H", "H", "H", "H", "H", "H", "H", "C", "N", "C", "N", "O", "H", "H", "H", "H", "H", "H", "O", "C", "O", "C", "C", "Ge", "C", "C", "C", "C", "C", "C", "C", "C", "C", "C", "C", "C", "C", "C", "C", "C", "C", "C", "H", "H", "H", "H", "H", "H", "H", "H", "H", "H", "H", "H", "H", "H", "H", "H", "H", "H", "H"], "positions_angstrom": [[-0.772, 0.665, -0.404], [0.485, -0.189, 6.234], [-0.681, -0.761, 5.748], [-1.316, -1.868, 6.261], [-2.543, -2.348, 5.720], [-3.144, -1.554, 4.785], [-2.473, -0.486, 4.191], [-1.177, -0.172, 4.515], [-0.356, 0.782, 3.623], [-0.926, 1.164, 2.484], [0.862, -0.044, 3.409], [1.567, 0.297, 2.341], [2.716, -0.244, 2.130], [3.632, 0.205, 1.112], [3.040, 1.763, 0.189], [4.893, -0.309, 0.894], [5.542, -0.488, -0.409], [6.946, -0.496, -0.466], [7.573, -0.901, -1.617], [6.828, -1.222, -2.792], [5.460, -1.168, -2.769], [4.806, -0.748, -1.575], [0.642, -0.342, 7.179], [-0.822, -2.351, 7.099], [-3.126, -3.236, 6.146], [-4.179, -1.845, 4.467], [-2.877, -0.034, 3.277], [-0.044, 1.658, 4.289], [1.276, -0.372, 4.294], [3.067, -1.103, 2.704], [5.427, -0.709, 1.766], [7.496, -0.090, 0.311], [8.674, -0.927, -1.753], [7.395, -1.464, -3.682], [4.838, -1.429, -3.672], [3.727, -0.636, -1.520], [3.916, 5.586, -1.851], [4.388, 6.807, -2.501], [4.605, 7.017, -3.639], [4.450, 7.711, -1.147], [3.997, 6.188, -0.245], [2.466, 6.426, 0.602], [1.451, 5.517, 0.483], [0.228, 5.830, 1.021], [-0.001, 6.945, 1.780], [1.075, 7.745, 2.038], [2.295, 7.570, 1.403], [5.282, 5.478, 0.750], [5.332, 5.782, 2.142], [6.522, 5.491, 2.880], [7.615, 4.893, 2.226], [7.573, 4.637, 0.835], [6.398, 4.938, 0.098], [3.777, 8.562, -1.044], [5.479, 8.080, -1.046], [1.609, 4.568, -0.104], [-0.542, 5.122, 0.733], [-1.031, 7.178, 2.208], [0.933, 8.596, 2.660], [3.193, 8.229, 1.600], [4.459, 6.120, 2.651], [6.628, 5.824, 3.905], [8.406, 4.505, 2.844], [8.419, 4.329, 0.263], [6.358, 4.613, -0.941], [-3.764, 3.104, 3.457], [-2.887, 2.890, 2.300], [-3.453, 2.988, 1.055], [-4.721, 3.518, 0.766], [-2.742, 2.818, 0.014], [-3.159, 2.763, 4.321], [-4.660, 2.409, 3.423], [-4.071, 4.157, 3.600], [-2.101, 2.165, 2.408], [-5.258, 3.815, 1.531], [-4.700, 4.013, -0.135], [-2.101, -1.810, 0.956], [-2.298, -2.780, 0.251], [-2.185, -2.720, -1.071], [-2.679, -4.128, 0.901], [-3.001, -5.175, -0.117], [-3.112, -4.467, -2.053], [-1.688, -3.966, -3.288], [-1.771, -2.753, -4.004], [-0.777, -2.514, -4.982], [0.089, -3.487, -5.325], [0.216, -4.636, -4.585], [-0.731, -4.963, -3.632], [-4.892, -3.573, -2.171], [-5.958, -4.233, -2.685], [-7.206, -3.539, -2.943], [-7.344, -2.192, -2.650], [-6.318, -1.561, -1.900], [-5.099, -2.184, -1.739], [-3.451, -6.168, -2.976], [-3.523, -6.022, -4.399], [-3.896, -7.068, -5.275], [-4.119, -8.330, -4.701], [-4.133, -8.489, -3.344], [-3.872, -7.413, -2.478], [-3.603, -3.955, 1.474], [-1.898, -4.476, 1.622], [-3.927, -5.692, 0.055], [-2.301, -5.967, -0.202], [-2.400, -1.974, -3.581], [-0.699, -1.571, -5.515], [0.783, -3.251, -6.194], [1.005, -5.362, -4.812], [-0.831, -5.995, -3.282], [-5.914, -5.285, -3.018], [-7.983, -4.126, -3.422], [-8.267, -1.630, -2.961], [-6.510, -0.531, -1.597], [-4.263, -1.672, -1.368], [-3.238, -5.096, -4.852], [-3.923, -6.963, -6.355], [-4.134, -9.297, -5.278], [-4.345, -9.448, -2.893], [-3.926, -7.463, -1.464]], "e_tot_ha": -7808.20035, "multiplicity": 1, "gap_ev": [2.59, 3.28], "charge": -2, "fmax_ev_per_a": 4.134, "e_above_lowest_ev": 4.759, "homo_ev": [0.9, 0.2]}